Record 1
2 unconnected molecules or ions with the total composition C6H14P2. Source: OMol25; level of theory: ωB97M-V with the def2-TZVPD basis set.

The relative energy (zero: lowest compared OMol25 entry of this formula, charge and spin) comes out at 2.469 eV.

```
! RIJCOSX wB97M-V def2-TZVPD def2/J DEFGRID3
* xyz 0 1
C -0.3211 -1.5003 -4.3998
C -2.3915 -0.6010 -3.3348
C 0.2710 0.4873 3.1064
C 1.7106 2.6583 3.0354
C -0.8125 -0.8591 -3.3507
C 1.0231 1.5946 2.2294
P 1.4629 0.7153 -0.8157
P 2.3515 1.1068 0.9648
H 0.0464 0.6640 -0.4437
H 0.6561 -1.8525 -4.4693
H -0.9510 -1.9491 -5.2130
H -2.9039 -1.4530 -2.8077
H -2.5292 0.4121 -2.9589
H -2.6138 -0.5665 -4.3877
H -0.5768 0.7773 3.6371
H 0.9403 -0.0033 3.8191
H -0.0073 -0.2292 2.3634
H 2.4558 2.4461 3.6803
H 2.0187 3.5000 2.4984
H 0.8515 2.9954 3.6362
H -0.1328 -0.4294 -2.6698
H 0.2043 2.1232 1.5160
*
```

Record 2
C6H14S2Si in the gas phase. Source: OMol25; level of theory: ωB97M-V with the def2-TZVPD basis set.

The SMILES is C[Si](C)(C)C1SCCS1.

```
! RIJCOSX wB97M-V def2-TZVPD def2/J DEFGRID3
* xyz 0 1
C 0.7212 -0.6134 -1.5577
Si 1.0642 0.0831 0.1719
C 2.5399 -0.9645 1.0236
C 1.5850 1.8273 0.6325
C -0.6080 -0.1916 1.1573
S -1.9823 1.1728 1.2523
C -2.6635 0.7887 -0.4578
C -2.6677 -0.7282 -0.6747
S -1.5635 -1.6167 0.5640
H -0.3636 -0.5085 -1.9034
H 1.4598 -0.2477 -2.3621
H 0.8876 -1.6416 -1.5538
H 2.5271 -1.9585 0.5808
H 3.4692 -0.5071 0.8093
H 2.5214 -1.0806 2.1535
H 2.6832 1.9216 0.2939
H 0.9547 2.3981 -0.1332
H 1.3867 2.1591 1.6822
H -0.3968 -0.2338 2.1829
H -1.9257 1.2223 -1.1855
H -3.7099 1.1506 -0.3600
H -3.6689 -1.4023 -0.5967
H -2.2500 -1.0289 -1.7190
*
```

| no. | HOMO level (eV) | LUMO energy (eV) |
| --- | --- | --- |
| 1 | -9.3 | -0.7 |
| 2 | -8.3 | 0.7 |